ORCA calculation (ωB97M-V/def2-TZVPD) on a structure of composition C35H59KN8O4S.

The HOMO energy comes out at -0.29134 hartree. The net charge is 0. The value obtained for the molar mass is 727.07 g/mol. Its lowest unoccupied orbital energy is 0.01552 hartree.

Geometry as XYZ:
```
108
Properties=species:S:1:pos:R:3:mulliken_charge:R:1
K 1.638 -1.441 -0.314 0.71
C -4.743 -1.756 -1.470 -1.64
C -4.084 -1.877 -0.102 0.27
C -4.352 -0.659 0.792 -1.89
C -3.837 0.753 0.433 2.32
C -3.988 1.584 1.710 -1.98
C -4.627 1.408 -0.703 -1.81
N -2.383 0.706 0.028 3.28
C -1.751 2.042 -0.154 -1.90
C -0.237 2.009 -0.129 -0.17
N 0.513 1.346 -1.201 2.82
C 1.918 1.512 -0.797 -0.28
C 3.036 0.767 -1.576 -0.24
O 4.174 1.114 -1.227 -0.83
O 2.679 -0.136 -2.371 -0.69
C 0.323 1.910 -2.562 -0.07
C 0.354 3.443 -2.610 -1.86
C -0.928 1.434 -3.311 -2.08
C -1.119 -0.054 -3.643 1.88
C -2.294 -0.132 -4.624 -1.98
C 0.136 -0.628 -4.301 -1.85
N -1.504 -0.773 -2.404 1.50
C -1.919 -2.161 -2.589 -1.14
C -2.087 -2.895 -1.258 -1.87
N -2.642 -2.122 -0.153 0.98
C -2.118 -2.649 1.106 -0.76
C -0.695 -2.123 1.329 -0.26
O 0.223 -2.937 1.489 -0.77
O -0.565 -0.857 1.259 -0.75
H -5.791 -1.480 -1.341 0.47
H -4.718 -2.706 -2.004 0.38
H -4.265 -1.003 -2.093 0.15
H -4.583 -2.723 0.406 0.31
H -3.972 -0.881 1.790 0.51
H -5.435 -0.561 0.910 0.62
H -4.990 1.428 2.110 0.45
H -3.870 2.652 1.535 0.44
H -3.264 1.275 2.466 0.32
H -5.696 1.290 -0.522 0.42
H -4.396 0.970 -1.673 0.20
H -4.419 2.477 -0.755 0.43
H -2.296 0.164 -0.859 -1.04
H -1.793 0.121 0.692 0.07
H -2.023 2.654 0.702 0.77
H -2.159 2.502 -1.049 0.15
H 0.043 1.526 0.807 -1.00
H 0.074 3.062 -0.023 0.59
H 2.008 1.160 0.234 -0.37
H 2.204 2.571 -0.750 0.43
H 1.182 1.539 -3.121 0.82
H -0.557 3.886 -2.199 0.31
H 0.438 3.774 -3.646 0.53
H 1.205 3.855 -2.069 0.29
H -0.895 1.959 -4.271 0.63
H -1.843 1.783 -2.825 0.08
H -2.094 0.505 -5.486 0.49
H -3.219 0.211 -4.152 0.33
H -2.449 -1.143 -4.999 0.34
H 0.402 -0.032 -5.178 0.36
H -0.035 -1.648 -4.650 0.48
H 0.991 -0.615 -3.623 0.36
H -0.732 -0.738 -1.740 -1.18
H -1.196 -2.743 -3.178 0.46
H -2.847 -2.175 -3.153 0.58
H -1.095 -3.211 -0.924 0.73
H -2.643 -3.830 -1.438 0.15
H -2.114 -3.746 1.120 0.35
H -2.732 -2.312 1.940 0.55
C 1.826 -6.164 -0.517 -0.67
C 2.313 -6.475 0.742 -0.46
C 3.091 -5.543 1.407 -0.75
C 3.350 -4.322 0.793 0.83
N 2.863 -4.010 -0.410 -0.35
C 2.127 -4.917 -1.042 -0.26
C 4.221 -3.301 1.445 0.12
C 5.304 -3.687 2.229 -0.84
C 6.129 -2.708 2.759 -0.49
C 5.864 -1.381 2.472 -0.99
C 4.765 -1.090 1.677 -0.12
N 3.947 -2.019 1.194 0.43
H 1.220 -6.862 -1.078 0.40
H 2.086 -7.427 1.204 0.42
H 3.469 -5.747 2.399 0.43
H 1.763 -4.631 -2.025 0.52
H 5.517 -4.734 2.389 0.41
H 6.984 -2.983 3.363 0.41
H 6.499 -0.585 2.836 0.43
H 4.548 -0.068 1.384 0.40
C 2.260 5.181 3.676 -1.20
N 1.216 4.657 2.797 0.27
C 0.190 5.647 2.520 -1.03
C 0.832 3.341 2.954 0.30
S -0.767 2.908 3.228 -0.30
N 1.824 2.430 2.883 0.44
C 1.569 1.039 3.244 -1.60
C 3.133 2.716 2.307 -0.72
H 1.802 5.768 4.478 0.39
H 2.947 5.823 3.123 0.32
H 2.825 4.377 4.135 0.40
H 0.687 6.562 2.195 0.37
H -0.419 5.861 3.404 0.35
H -0.468 5.296 1.729 0.22
H 1.025 0.997 4.186 0.36
H 2.531 0.540 3.359 0.39
H 0.970 0.514 2.494 0.66
H 3.099 3.654 1.760 0.36
H 3.398 1.929 1.602 -0.11
H 3.914 2.772 3.069 0.33
```


ORCA calculation (ωB97M-V/def2-TZVPD) on the ion C2H6N3O with charge +1 in a non-equilibrium geometry.

The HOMO energy comes out at -0.55589 hartree. The net charge is +1. The SMILES is [H]/N=C1/CO[NH2+]N1. The value obtained for the molar mass is 88.09 g/mol. Its lowest unoccupied orbital energy is -0.16388 hartree.

Geometry as XYZ:
```
12
Properties=species:S:1:pos:R:3:nbo_charge:R:1
H -0.690 2.649 -0.270 0.38
N 0.031 2.029 -0.717 -0.55
C 0.051 0.883 -0.284 0.36
C 1.031 -0.172 -0.679 -0.17
O 0.279 -1.362 -0.541 -0.28
N -0.419 -1.254 0.573 -0.09
N -0.899 0.293 0.685 -0.46
H 1.347 0.012 -1.704 0.28
H 2.016 -0.154 0.067 0.23
H 0.117 -1.353 1.387 0.41
H -1.042 -2.092 0.659 0.46
H -1.822 0.522 0.824 0.42
```


ORCA calculation (ωB97M-V/def2-TZVPD) on the molecule C2H4N2O3 in a non-equilibrium geometry.

The HOMO energy comes out at -0.38919 hartree. The net charge is 0. The SMILES is [O-][N+]1=NC[C@@H](O)O1. The value obtained for the molar mass is 104.06 g/mol. Its lowest unoccupied orbital energy is 0.02689 hartree.

Geometry as XYZ:
```
11
Properties=species:S:1:pos:R:3:nbo_charge:R:1
O -2.787 0.351 0.118 -0.29
N -1.673 0.006 0.076 0.55
N -1.122 -1.121 -0.165 -0.23
C 0.337 -0.970 -0.073 -0.28
C 0.692 0.547 0.436 0.34
O 1.573 1.004 -0.536 -0.70
O -0.582 1.111 0.384 -0.46
H 0.652 -0.970 -1.010 0.20
H 0.727 -1.682 0.572 0.21
H 1.193 0.542 1.501 0.18
H 0.990 1.183 -1.302 0.48
```


ORCA calculation (ωB97M-V/def2-TZVPD) on a cluster of 2 separate species, C5H13N2O2 in total in a non-equilibrium geometry.

The HOMO energy comes out at -0.49062 hartree. The net charge is +1. The value obtained for the molar mass is 133.17 g/mol. Its lowest unoccupied orbital energy is -0.10808 hartree.

Geometry as XYZ:
```
22
Properties=species:S:1:pos:R:3:nbo_charge:R:1
C 1.588 -1.009 -0.696 -0.12
C 0.771 -1.751 -1.242 -0.12
C -2.347 -0.733 0.944 -0.44
C -1.652 0.534 -1.089 -0.44
C 2.460 0.039 -0.157 0.28
N -0.263 0.434 0.861 -0.51
N -1.218 -0.262 0.063 -0.25
O 2.416 0.016 1.259 -0.71
O 1.981 1.315 -0.581 -0.76
H -0.172 -0.032 1.702 0.43
H 0.302 -2.433 -1.906 0.26
H -2.107 -0.876 1.967 0.21
H -3.123 -0.111 0.812 0.20
H -2.692 -1.701 0.530 0.24
H -1.403 1.666 -0.821 0.19
H -0.933 0.236 -1.886 0.23
H -2.688 0.243 -1.337 0.24
H 3.436 -0.074 -0.463 0.20
H -0.635 1.367 1.174 0.40
H 0.578 0.557 0.361 0.47
H 3.144 0.658 1.515 0.50
H 2.557 1.916 -1.011 0.52
```